{
  "formula": "C2H8N6O2",
  "method": "wB97M-V/def2-TZVPD",
  "symbols": ["C", "C", "N", "N", "N", "N", "N", "N", "O", "O", "H", "H", "H", "H", "H", "H", "H", "H"],
  "coordinates": [[-2.4081, 0.2256, 0.2954], [-0.9539, 0.7070, 0.5777], [0.9905, -1.5357, -0.2598], [0.2154, -2.4963, -0.3959], [0.2525, 1.6657, -1.2810], [2.4330, 0.4608, 0.8874], [-0.0703, 0.5446, -0.5770], [0.9626, -0.3563, -0.5542], [-2.7744, -1.0071, -0.0793], [-3.2791, 1.0262, 0.4712], [-0.5377, 0.1266, 1.4716], [-0.8416, 1.7767, 0.9739], [-2.1155, -1.7076, -0.3692], [0.6856, -3.4124, -0.2785], [0.5497, 1.4508, -2.1679], [0.8933, 2.2999, -0.6911], [2.6641, -0.2777, 1.5697], [3.3338, 0.5094, 0.4072]],
  "forces_ev_per_angstrom": [[0.11, 1.16, 0.21], [1.23, -0.48, 1.51], [2.01, -3.07, 0.58], [-2.19, -0.24, -0.96], [-0.32, 2.64, 3.88], [0.21, 0.53, 0.60], [-0.31, -1.61, 0.19], [0.62, 2.52, 0.03], [1.15, -1.29, -0.54], [-0.38, 0.28, 0.18], [-0.41, 0.28, -1.38], [-0.98, -1.38, -0.98], [-0.16, 1.53, 0.66], [0.08, 1.03, 0.68], [1.07, -0.50, -2.21], [-0.94, -1.33, -1.55], [-0.63, -0.18, -0.30], [-0.16, 0.09, -0.61]],
  "e_tot_ha": -559.76051,
  "homo_energy_ev": [-8.19, -9.20],
  "largest_force_ha_per_bohr": 0.0915,
  "orbital_gap_ev": [7.71, 8.38]
}

***

{
  "formula": "C52H138N6O28",
  "method": "wB97M-V/def2-TZVPD",
  "symbols": ["C", "O", "C", "C", "N", "C", "C", "O", "C", "H", "H", "H", "H", "H", "H", "H", "H", "H", "H", "H", "H", "H", "H", "H", "C", "O", "C", "C", "N", "C", "C", "O", "C", "H", "H", "H", "H", "H", "H", "H", "H", "H", "H", "H", "H", "H", "H", "H", "C", "O", "C", "C", "N", "C", "C", "O", "C", "H", "H", "H", "H", "H", "H", "H", "H", "H", "H", "H", "H", "H", "H", "H", "C", "O", "C", "C", "N", "C", "C", "O", "C", "H", "H", "H", "H", "H", "H", "H", "H", "H", "H", "H", "H", "H", "H", "H", "C", "O", "C", "C", "N", "C", "C", "O", "C", "H", "H", "H", "H", "H", "H", "H", "H", "H", "H", "H", "H", "H", "H", "H", "C", "O", "C", "C", "N", "C", "C", "O", "C", "H", "H", "H", "H", "H", "H", "H", "H", "H", "H", "H", "H", "H", "H", "H", "C", "C", "O", "O", "H", "H", "H", "H", "H", "H", "C", "C", "O", "O", "H", "H", "H", "H", "H", "H", "C", "C", "O", "O", "H", "H", "H", "H", "H", "H", "C", "C", "O", "O", "H", "H", "H", "H", "H", "H", "C", "C", "O", "O", "H", "H", "H", "H", "H", "H", "C", "C", "O", "O", "H", "H", "H", "H", "H", "H", "C", "C", "O", "O", "H", "H", "H", "H", "H", "H", "C", "C", "O", "O", "H", "H", "H", "H", "H", "H"],
  "coordinates": [[-18.6601, -45.6785, 6.4836], [-17.7033, -45.9102, 5.4621], [-16.9611, -47.1200, 5.6501], [-15.8805, -47.0409, 6.7791], [-15.1511, -45.7738, 6.6699], [-14.0448, -45.8124, 5.6840], [-13.6135, -44.2853, 5.3735], [-14.4905, -43.7145, 4.4557], [-14.0137, -42.4907, 3.8946], [-18.2029, -45.4761, 7.4522], [-19.4033, -46.4735, 6.5451], [-19.2460, -44.7814, 6.2837], [-16.4925, -47.4933, 4.7395], [-17.7023, -47.8791, 5.8999], [-15.2345, -47.9173, 6.8304], [-16.4659, -47.0259, 7.6985], [-15.9203, -45.2814, 6.2386], [-14.4785, -46.2380, 4.7791], [-13.2393, -46.4434, 6.0597], [-12.5680, -44.2125, 5.0741], [-13.6936, -43.8121, 6.3522], [-13.8701, -41.7296, 4.6616], [-14.8362, -42.1166, 3.2849], [-13.1413, -42.6413, 3.2587], [-21.0314, -32.3356, 0.0564], [-19.7281, -31.9895, -0.2845], [-19.3014, -32.4063, -1.5936], [-18.0894, -31.5547, -1.9996], [-16.9132, -31.7288, -1.1938], [-16.1453, -32.9789, -1.4135], [-14.9930, -33.1095, -0.4229], [-15.4767, -33.2951, 0.9326], [-14.3821, -33.5114, 1.8406], [-21.4347, -31.8761, 0.9588], [-21.2129, -33.4055, 0.1589], [-21.6646, -31.8330, -0.6747], [-20.1221, -32.3624, -2.3095], [-19.0620, -33.4678, -1.5302], [-18.4121, -30.5135, -2.0026], [-17.8615, -31.6619, -3.0601], [-17.3219, -31.8868, -0.2838], [-15.6151, -32.9601, -2.3657], [-16.7629, -33.8755, -1.4657], [-14.2966, -32.2757, -0.5114], [-14.4684, -33.9946, -0.7827], [-13.4657, -32.9625, 1.6236], [-14.1385, -34.5689, 1.9429], [-14.6341, -33.1590, 2.8408], [-16.8604, -41.7417, 5.9952], [-18.0143, -41.5704, 6.7068], [-18.9046, -40.6312, 6.2504], [-20.1653, -40.6744, 7.0943], [-20.8232, -42.0097, 6.8933], [-21.9309, -42.1283, 7.8267], [-22.6488, -43.4871, 7.8403], [-21.6908, -44.5666, 7.8664], [-22.2019, -45.8862, 8.1416], [-17.1018, -41.7989, 4.9338], [-16.3633, -42.6588, 6.3114], [-16.1081, -40.9630, 6.1211], [-19.1138, -40.7569, 5.1881], [-18.4172, -39.6563, 6.2365], [-20.8146, -39.8575, 6.7794], [-19.9211, -40.3748, 8.1135], [-20.1789, -42.7782, 7.0124], [-22.6979, -41.3761, 7.6422], [-21.6567, -41.9926, 8.8729], [-23.2549, -43.5170, 6.9349], [-23.3708, -43.5049, 8.6566], [-21.4216, -46.6344, 8.2813], [-22.8639, -46.2318, 7.3476], [-22.8559, -45.8640, 9.0132], [-17.2589, -33.1395, 8.0979], [-17.8458, -32.6084, 6.9477], [-17.0306, -32.7566, 5.8353], [-17.4494, -31.8474, 4.6499], [-18.7041, -32.2419, 3.9803], [-18.8195, -31.6039, 2.6481], [-18.7790, -30.0243, 2.6170], [-19.9089, -29.4869, 3.2519], [-20.0684, -28.0786, 3.2070], [-16.6793, -32.3616, 8.5948], [-16.8095, -34.1058, 7.8691], [-18.0327, -33.3604, 8.8331], [-16.9901, -33.8077, 5.5496], [-15.9998, -32.4887, 6.0673], [-16.6488, -31.9392, 3.9159], [-17.5985, -30.8051, 4.9317], [-19.3296, -31.7369, 4.5918], [-19.7218, -31.9700, 2.1583], [-18.0162, -32.0241, 2.0430], [-18.8010, -29.7171, 1.5714], [-17.8606, -29.7024, 3.1080], [-19.2556, -27.5825, 3.7375], [-20.9761, -27.7897, 3.7367], [-20.2615, -27.7302, 2.1924], [-9.3586, -35.1136, 3.3326], [-9.7322, -33.8386, 3.9514], [-11.0832, -33.5520, 3.8448], [-11.2272, -32.1581, 4.5014], [-12.6735, -31.7281, 4.5086], [-12.8424, -30.6803, 5.5209], [-12.1448, -29.3240, 5.2594], [-10.7641, -29.3462, 5.7578], [-9.9790, -28.1930, 5.7454], [-9.6976, -35.9247, 3.9769], [-8.2817, -35.2607, 3.2496], [-9.6952, -35.1143, 2.2958], [-11.7625, -34.3075, 4.2398], [-11.2720, -33.4493, 2.7762], [-10.6770, -31.3410, 4.0346], [-10.8144, -32.2470, 5.5063], [-12.7135, -31.2094, 3.6430], [-12.5832, -30.9987, 6.5306], [-13.8963, -30.4022, 5.5285], [-12.7019, -28.5533, 5.7920], [-11.9448, -29.0226, 4.2311], [-10.3143, -27.5599, 6.5669], [-10.0344, -27.7075, 4.7710], [-8.9176, -28.4221, 5.8412], [-9.2324, -30.9385, 9.3364], [-8.3044, -31.7902, 8.7180], [-8.8107, -32.5835, 7.6531], [-7.7069, -33.6448, 7.3500], [-7.7260, -34.8737, 8.2477], [-9.0276, -35.4971, 8.3061], [-9.6823, -36.1020, 7.0371], [-10.8342, -36.9197, 7.3051], [-11.5857, -37.2951, 6.0959], [-9.8334, -31.5417, 10.0169], [-9.9346, -30.5427, 8.6027], [-8.8736, -30.0772, 9.8999], [-8.8777, -31.9549, 6.7651], [-9.7967, -33.0015, 7.8561], [-6.6792, -33.2872, 7.4132], [-7.8956, -33.8700, 6.3003], [-7.5246, -34.4267, 9.1307], [-9.6831, -34.8821, 8.9227], [-8.8206, -36.3532, 8.9483], [-8.9856, -36.8528, 6.6643], [-9.8122, -35.3708, 6.2393], [-11.1711, -38.2677, 5.8309], [-11.6202, -36.5825, 5.2718], [-12.6090, -37.4739, 6.4258], [-13.3440, -38.0813, 1.3844], [-13.1199, -39.4279, 2.0936], [-12.5566, -39.3757, 3.3380], [-14.6353, -37.4767, 1.7344], [-13.2357, -38.1836, 0.3046], [-12.6418, -37.3118, 1.7054], [-12.3747, -39.9403, 1.4852], [-14.0261, -40.0003, 1.8952], [-11.7036, -39.8160, 3.3452], [-14.5494, -37.1480, 2.6323], [-19.6010, -36.3301, 7.3019], [-19.1758, -36.3075, 8.7868], [-19.6531, -37.5326, 9.3767], [-18.6518, -37.1359, 6.5586], [-19.6093, -35.3115, 6.9142], [-20.6238, -36.7019, 7.2406], [-19.6074, -35.4938, 9.3697], [-18.1198, -36.1817, 9.0256], [-18.9280, -38.1315, 9.1840], [-18.8673, -37.1990, 5.6253], [-15.6165, -38.4039, 4.6573], [-15.5767, -36.9135, 4.9003], [-14.5410, -36.1347, 4.2589], [-14.5134, -39.1171, 5.1012], [-15.8860, -38.6331, 3.6263], [-16.5027, -38.7433, 5.1936], [-15.4811, -36.7384, 5.9719], [-16.5990, -36.6228, 4.6588], [-14.4553, -35.2958, 4.7179], [-13.8016, -38.9003, 4.4947], [-17.2367, -40.4297, 1.0292], [-18.2297, -39.2555, 1.1059], [-18.3355, -38.3311, -0.0089], [-16.0278, -39.9749, 0.5195], [-17.6452, -41.2056, 0.3818], [-17.1938, -40.8154, 2.0478], [-17.8452, -38.5608, 1.8527], [-19.2316, -39.4678, 1.4792], [-18.6579, -37.5278, 0.4062], [-16.0161, -39.0293, 0.6850], [-15.9869, -38.3966, 8.7155], [-14.5745, -38.1180, 9.3556], [-14.6133, -37.0316, 10.2757], [-17.0303, -38.7101, 9.5466], [-15.7676, -39.0011, 7.8354], [-16.2803, -37.4554, 8.2505], [-13.8125, -37.8999, 8.6073], [-14.1715, -38.9884, 9.8733], [-15.3660, -37.1609, 10.8574], [-17.0740, -39.6660, 9.6237], [-13.5277, -35.1543, 7.8697], [-13.2207, -33.9620, 6.9554], [-14.0941, -33.8451, 5.7991], [-14.5416, -34.7860, 8.8155], [-12.6879, -35.5450, 8.4445], [-13.8127, -35.9191, 7.1472], [-12.1636, -33.9615, 6.6896], [-13.3981, -33.0363, 7.5028], [-13.7552, -33.1367, 5.2469], [-14.7636, -35.5537, 9.3474], [-21.4965, -37.5138, 2.8608], [-20.7663, -37.6356, 4.2126], [-19.3749, -37.5996, 3.9694], [-21.5192, -36.1376, 2.3417], [-22.5115, -37.8928, 2.9798], [-21.0095, -38.1803, 2.1489], [-21.1502, -38.5787, 4.6014], [-21.1230, -36.8959, 4.9293], [-19.1954, -36.6661, 3.8349], [-22.0869, -35.5912, 2.8902], [-18.4719, -34.9424, 1.1727], [-17.8764, -35.2430, 2.5812], [-18.7010, -35.0136, 3.7168], [-19.3284, -36.0475, 0.7596], [-17.5848, -34.7856, 0.5591], [-19.0300, -34.0064, 1.1482], [-17.0639, -34.5238, 2.6851], [-17.3673, -36.2035, 2.6608], [-18.7252, -34.0585, 3.8105], [-20.1861, -36.0569, 1.1908]],
  "forces_ev_per_angstrom": [[-0.21, 0.44, 0.08], [0.63, -0.13, -0.10], [-0.11, -0.98, 0.60], [-0.98, 0.33, -0.08], [0.17, -0.53, 0.20], [-1.03, 1.79, -0.41], [-0.14, -2.21, 1.25], [0.08, 0.17, -0.56], [-1.10, -0.21, 0.26], [0.15, -0.35, 0.18], [0.18, -0.39, 0.11], [0.28, 0.07, -0.55], [-0.19, 0.79, -0.44], [0.03, -0.38, 0.23], [-0.01, -0.04, -0.29], [0.28, 0.03, 0.36], [0.32, 1.40, -0.17], [0.61, -0.11, -0.54], [0.11, 0.26, 0.00], [0.13, -0.14, -0.37], [0.01, 0.40, 0.17], [0.42, 0.01, 0.13], [0.07, -0.06, -0.20], [0.23, -0.03, 0.12], [-1.19, 0.53, -0.61], [1.07, 0.40, 0.19], [0.05, -0.27, 0.46], [-0.98, 0.13, -1.10], [0.35, -0.95, 0.63], [0.33, 0.94, -0.10], [-1.03, -0.82, 0.19], [1.34, 0.46, -0.52], [-0.39, -0.07, 0.38], [0.97, 0.17, 0.49], [0.04, -0.21, -0.40], [-0.55, -0.69, -0.51], [-0.14, 0.47, -0.11], [0.28, -0.24, -0.03], [0.00, 0.22, 0.58], [0.09, -0.64, -0.13], [0.33, 0.44, 0.75], [-0.21, 0.35, -0.36], [-0.11, -0.22, 0.37], [-0.17, 0.32, 0.25], [0.32, -0.34, 0.40], [-0.02, 0.16, -0.68], [-0.04, -0.18, -0.25], [-0.53, 0.00, 0.00], [1.08, -0.31, -0.92], [-0.45, -1.25, 1.92], [-0.15, 1.36, -0.63], [0.39, -0.78, -1.07], [-0.55, 1.61, 0.59], [-0.20, -1.15, 0.83], [0.37, -0.15, -1.18], [-0.18, -0.17, 0.43], [-0.93, 1.03, -0.21], [0.20, -0.19, -0.36], [-0.25, -0.17, -0.07], [-0.06, 0.55, 0.11], [-0.41, -0.60, -0.34], [-0.17, 0.54, 0.57], [-0.33, -0.20, -0.35], [0.09, -0.60, 0.50], [0.24, 0.15, 0.21], [0.01, 0.12, -0.29], [0.59, 0.39, 0.29], [-0.01, -0.52, -0.38], [0.22, -0.22, 0.44], [0.28, 0.53, -0.02], [0.11, 0.01, -0.44], [0.19, 0.02, 0.42], [-0.85, -0.23, 0.68], [-1.19, 0.60, -0.24], [0.24, 0.82, -0.98], [0.19, -1.03, 0.14], [0.20, 0.76, 0.18], [-0.17, 0.63, 0.27], [-0.08, -1.27, -0.37], [-0.79, -0.25, 0.71], [-0.27, -0.37, 0.21], [0.93, -0.40, -0.18], [0.77, 0.29, 0.22], [-0.43, 0.01, -0.14], [-0.09, -0.23, -0.38], [0.16, 0.15, 0.18], [0.23, 0.19, -0.06], [0.74, 0.08, 0.46], [-1.15, -0.51, -0.10], [-0.08, 0.25, 0.32], [0.30, 0.35, -0.10], [0.37, 0.01, -0.23], [0.18, 0.32, -0.11], [0.31, 0.22, -0.42], [-0.07, -0.49, 0.25], [0.64, 0.12, -0.25], [-0.08, 1.08, 0.49], [1.96, -1.83, 0.03], [0.20, 1.80, -0.90], [-1.03, -0.77, 0.12], [1.60, 0.16, 0.76], [-0.27, 1.38, -0.52], [2.33, 0.22, 0.77], [-0.56, -1.97, 0.51], [-0.58, 0.31, -0.38], [-0.49, -0.19, -0.43], [0.15, 0.73, 0.43], [-0.56, -0.37, 0.08], [-0.03, -0.06, 0.41], [-0.63, -0.08, -0.35], [0.53, -0.52, -0.31], [-0.34, 0.11, 0.20], [-0.71, -0.22, -0.44], [0.12, -0.24, -0.12], [-0.25, -0.23, 0.12], [-0.07, 0.21, -0.04], [-1.09, -0.19, -0.52], [0.25, 0.54, -0.13], [-0.31, 0.51, -0.09], [-0.15, -0.46, 0.41], [-1.50, -0.51, -0.22], [0.60, 0.31, 0.48], [2.03, 0.35, 0.02], [-1.19, -0.86, 0.30], [0.38, 2.00, -2.61], [-0.73, -1.32, 1.56], [1.07, -0.87, -0.03], [-0.83, 1.66, -0.63], [0.55, -0.63, 1.84], [-0.22, 0.02, 0.33], [-0.09, 0.20, -0.27], [0.90, -0.33, -0.21], [-0.27, 0.18, -0.19], [-0.04, -0.21, 0.19], [-0.31, 0.62, 0.06], [0.19, -0.71, -0.05], [-0.07, -0.55, 0.53], [-0.80, 0.10, -0.42], [-0.42, -0.33, 0.11], [0.77, 0.34, -0.36], [-0.52, 0.24, 0.01], [-0.03, 0.07, -0.69], [0.40, 0.19, 0.16], [0.04, 0.02, -0.07], [-0.83, 0.99, 1.53], [0.73, 0.07, -3.87], [0.16, 0.43, 2.14], [0.59, -1.04, -1.24], [-0.53, -0.11, 0.05], [0.70, -0.31, 0.00], [-0.03, -0.14, -0.59], [-0.34, -0.18, 1.07], [-0.20, 0.08, 0.04], [0.09, 0.49, 0.30], [1.52, 0.55, 0.08], [-1.11, -0.74, 0.13], [0.41, 0.57, -0.05], [-0.28, 0.37, 1.67], [0.13, 0.24, -0.19], [0.00, -0.31, 0.12], [-0.61, 0.13, -0.40], [0.36, -0.20, -0.79], [0.08, -0.52, 0.22], [-0.29, -0.06, -0.35], [-0.71, 0.39, -0.18], [-0.12, 0.45, 0.79], [-0.69, -1.78, -0.73], [0.10, -0.14, 0.47], [0.31, 0.03, -0.44], [-0.02, 0.00, 0.39], [-0.03, -0.12, 0.24], [0.00, 0.73, -0.32], [0.06, 0.57, 0.51], [0.64, -0.35, 0.04], [-2.06, 0.83, -0.73], [0.16, 2.00, 0.38], [0.56, -2.40, -0.43], [0.76, -0.27, 0.00], [0.21, -0.19, -0.09], [0.29, -0.19, 0.21], [0.35, -0.40, 0.89], [-0.06, -0.87, -0.14], [-0.26, 0.72, -0.16], [0.32, 0.44, -0.04], [2.81, 2.21, -1.64], [-1.08, -0.73, 0.37], [0.05, 0.06, -0.05], [-0.46, -1.04, 0.86], [-0.54, -0.90, 0.15], [0.06, 0.32, -0.05], [-0.36, 0.29, -0.28], [-0.22, -0.35, 0.15], [-0.16, -0.12, 0.17], [-0.14, -0.24, 0.24], [-0.72, 0.70, -0.09], [-0.26, 0.82, 0.57], [0.20, -1.66, 0.91], [0.10, 0.62, -1.38], [0.48, 0.32, -0.42], [-0.49, -0.48, 0.24], [0.12, -0.25, -0.42], [0.18, -0.01, 0.49], [0.48, 0.68, -0.46], [0.17, -0.47, 0.35], [-0.41, 0.95, 0.83], [-1.05, -0.28, -1.61], [-0.44, -0.81, 0.80], [0.12, -1.46, 0.01], [-0.26, 0.20, -0.06], [0.16, 0.46, -0.19], [0.84, -0.43, 0.22], [0.20, 0.42, -0.03], [0.30, 0.91, -0.24], [0.02, -0.08, 0.13], [-0.67, -1.47, 1.85], [0.68, 1.71, -0.50], [-0.22, -1.69, -0.67], [1.52, 0.91, -0.95], [-0.30, -0.65, -0.60], [-0.07, 0.04, 0.22], [0.45, 0.14, -0.16], [-0.48, -0.30, -0.31], [-0.48, 1.23, 0.53], [-0.26, 0.64, 0.57]],
  "e_tot_ha": -4498.77154,
  "homo_energy_ev": -8.49,
  "largest_force_ha_per_bohr": 0.0766,
  "orbital_gap_ev": 8.77
}